Record 1
86
Properties=species:S:1:pos:R:3 method="wB97M-V/def2-TZVPD" e_lumo_ev=-2.6 spin_multiplicity=1 orbital_gap_ha=0.27677 total_charge=+1 e_tot_ev=-47864.2946 mol_weight_g_mol=514.8
C -2.44 0.86 -4.36
C -3.11 -0.23 -3.51
C -2.20 -0.85 -2.44
C -1.42 0.21 -1.65
P -0.32 -0.51 -0.33
C -1.50 -1.67 0.59
C -0.82 -2.37 1.77
C -1.72 -3.44 2.41
C -3.09 -2.89 2.82
C -3.75 -2.06 1.72
C -2.81 -1.02 1.08
C 0.64 -1.84 -1.38
C 1.12 -1.39 -2.77
C 1.67 -2.53 -3.62
C 2.68 -3.45 -2.91
C 2.29 -3.75 -1.45
C 1.81 -2.52 -0.66
C -0.68 1.18 -2.59
C -1.67 1.88 -3.52
H -1.76 0.40 -5.08
H -3.21 1.38 -4.94
H -3.99 0.20 -3.01
H -3.48 -1.03 -4.16
H -2.82 -1.46 -1.76
H -1.51 -1.56 -2.92
H -2.15 0.81 -1.08
H -1.75 -2.43 -0.17
H 0.13 -2.83 1.47
H -0.57 -1.62 2.54
H -1.85 -4.27 1.69
H -1.20 -3.86 3.29
H -3.74 -3.73 3.10
H -2.96 -2.27 3.71
H -4.13 -2.73 0.94
H -4.63 -1.54 2.13
H -2.60 -0.26 1.84
H -3.34 -0.51 0.26
H -0.16 -2.58 -1.52
H 0.30 -0.96 -3.35
H 1.89 -0.61 -2.65
H 0.84 -3.15 -3.98
H 2.14 -2.10 -4.52
H 2.78 -4.38 -3.47
H 3.66 -2.95 -2.91
H 1.49 -4.51 -1.46
H 3.14 -4.20 -0.93
H 2.65 -1.80 -0.57
H 1.54 -2.82 0.36
H -0.13 1.93 -2.00
H 0.09 0.68 -3.18
H -1.12 2.57 -4.17
H -2.37 2.47 -2.91
C -0.60 5.09 -1.66
N -0.09 4.16 -0.66
C -0.75 3.04 -0.23
C 0.11 2.25 0.56
C -0.19 0.84 0.99
C 0.59 0.44 2.26
C 1.82 -0.23 2.25
C 2.47 -0.49 3.46
C 1.90 -0.11 4.68
C 2.59 -0.39 5.98
C 0.68 0.56 4.68
C 0.03 0.83 3.48
C 1.30 3.05 0.78
C 2.44 2.97 1.58
C 3.51 3.83 1.30
C 3.44 4.80 0.29
C 2.24 5.01 -0.42
C 1.19 4.17 -0.10
H 0.24 5.68 -2.04
H -1.04 4.53 -2.49
H -1.36 5.76 -1.24
H -1.78 2.86 -0.52
H -1.24 0.90 1.30
H 2.30 -0.50 1.31
H 3.44 -1.01 3.46
H 1.97 -0.07 6.83
H 2.82 -1.45 6.11
H 3.55 0.15 6.04
H 0.21 0.88 5.61
H -0.93 1.37 3.47
H 2.44 2.29 2.43
H 4.42 3.75 1.90
H 4.32 5.41 0.05
H 2.12 5.76 -1.19

---

Record 2
100
Properties=species:S:1:pos:R:3 method="wB97M-V/def2-TZVPD" e_lumo_ev=-6.1 spin_multiplicity=1 orbital_gap_ha=0.16427 total_charge=+1 e_tot_ev=-65247.4809 mol_weight_g_mol=702.6
Be 1.54 0.87 2.33
B 0.32 0.97 -0.48
F 1.28 1.89 -0.10
F 0.22 0.71 -1.86
F 0.74 -0.20 0.09
F -0.87 1.35 0.10
N -0.51 -0.69 3.09
C -1.71 -0.82 2.44
C -2.71 -1.64 2.99
C -2.55 -2.23 4.25
C -1.36 -2.00 4.92
C -0.35 -1.25 4.33
H -1.85 -0.40 1.46
H -3.59 -1.90 2.42
H -3.27 -2.96 4.61
H -1.24 -2.51 5.86
H 0.52 -1.19 4.97
N 4.37 -1.31 -2.97
C 4.47 -2.28 -3.88
C 3.43 -3.11 -4.27
C 2.17 -2.96 -3.69
C 2.02 -1.98 -2.69
C 3.12 -1.17 -2.44
H 5.42 -2.41 -4.38
H 3.59 -3.92 -4.95
H 1.43 -3.69 -3.98
H 1.10 -1.83 -2.16
H 2.93 -0.39 -1.72
N -4.49 -3.39 -1.62
C -3.33 -3.96 -2.00
C -2.17 -3.21 -2.08
C -2.06 -1.97 -1.52
C -3.26 -1.36 -1.10
C -4.46 -2.10 -1.18
H -3.37 -4.95 -2.43
H -1.25 -3.70 -2.37
H -1.17 -1.36 -1.42
H -3.25 -0.38 -0.65
H -5.36 -1.63 -0.83
N -0.28 2.70 2.88
C -0.70 2.96 4.18
C -1.57 3.96 4.49
C -1.98 4.84 3.56
C -1.51 4.73 2.27
C -0.75 3.63 1.95
H -0.38 2.26 4.94
H -1.93 4.08 5.50
H -2.57 5.69 3.88
H -1.76 5.44 1.50
H -0.52 3.51 0.90
C 5.40 -0.13 2.48
C 4.83 0.32 1.14
O 3.64 0.69 1.05
C 5.78 0.38 0.01
H 6.10 0.62 2.83
H 5.99 -1.05 2.39
H 4.78 -0.38 3.33
H 6.23 -0.61 -0.09
H 6.61 1.08 0.17
H 5.34 0.67 -0.95
C 1.60 -3.88 1.60
C 2.50 -2.79 2.15
O 2.28 -1.57 2.10
C 3.72 -3.30 2.91
H 0.71 -3.37 1.24
H 1.33 -4.53 2.43
H 1.99 -4.53 0.81
H 4.36 -2.42 2.94
H 4.14 -4.16 2.40
H 3.46 -3.53 3.95
C -0.84 -0.11 -5.37
C 0.37 0.40 -6.01
O 0.21 1.27 -6.82
C 1.69 -0.14 -5.60
H -1.70 0.18 -5.97
H -0.93 0.17 -4.32
H -0.81 -1.20 -5.45
H 2.48 0.25 -6.24
H 1.69 -1.23 -5.66
H 1.80 0.16 -4.56
C -0.15 3.76 -4.04
C -1.26 4.35 -3.26
O -2.14 4.99 -3.78
C -1.11 4.16 -1.80
H -0.40 2.70 -4.12
H 0.84 3.91 -3.60
H -0.09 4.07 -5.08
H -0.06 4.22 -1.53
H -1.45 3.15 -1.57
H -1.65 4.91 -1.22
C -4.04 2.06 2.01
C -4.87 0.84 2.37
O -5.26 -0.03 1.62
C -5.44 0.95 3.79
H -4.54 2.73 1.32
H -3.12 1.75 1.53
H -3.80 2.67 2.88
H -5.33 1.93 4.24
H -4.94 0.20 4.41
H -6.50 0.73 3.82

---

Record 3
97
Properties=species:S:1:pos:R:3 method="wB97M-V/def2-TZVPD" e_lumo_ev="0.5 / -1.6" spin_multiplicity=5 orbital_gap_ha="0.26488 / 0.20183" s2=6.022 e_tot_ev=-139944.4729 mol_weight_g_mol=782.9
Co 0.52 -0.63 0.97
Cl 0.88 -0.25 3.42
C 2.62 -0.16 3.60
C 3.16 -0.21 4.88
C 4.53 -0.15 5.07
C 5.37 0.00 3.98
C 4.85 0.07 2.67
Cl 5.94 0.29 1.34
C 3.44 -0.06 2.48
S 2.76 0.00 0.88
H 2.47 -0.32 5.72
H 4.95 -0.22 6.08
H 6.45 0.06 4.12
C 0.21 -0.66 -3.89
C 1.05 -1.10 -2.71
C 0.61 -2.48 -2.27
C 2.57 -1.07 -2.87
O 0.69 -0.16 -1.62
Si 0.82 1.49 -1.58
S 0.73 1.97 0.52
O 2.28 1.88 -2.20
C 2.88 3.09 -2.81
C 4.36 2.72 -2.90
C 2.25 3.31 -4.18
C 2.65 4.21 -1.82
O -0.37 2.16 -2.45
C -1.62 2.95 -2.37
C -2.54 2.15 -1.47
C -1.25 4.32 -1.83
C -2.13 3.05 -3.80
H 0.36 -1.33 -4.74
H 0.45 0.35 -4.22
H -0.84 -0.66 -3.62
H 0.79 -3.21 -3.06
H -0.45 -2.51 -2.01
H 1.18 -2.79 -1.39
H 2.90 -1.84 -3.57
H 3.05 -1.26 -1.90
H 2.91 -0.10 -3.22
H 4.53 1.87 -3.55
H 4.72 2.45 -1.91
H 4.96 3.57 -3.28
H 2.44 2.46 -4.83
H 2.64 4.21 -4.65
H 1.17 3.40 -4.07
H 2.93 3.92 -0.79
H 1.59 4.48 -1.78
H 3.18 5.12 -2.14
H -2.05 2.01 -0.49
H -2.74 1.16 -1.91
H -3.49 2.68 -1.31
H -0.81 4.25 -0.84
H -2.11 5.00 -1.75
H -0.54 4.81 -2.50
H -2.37 2.06 -4.20
H -1.38 3.51 -4.44
H -3.03 3.66 -3.83
C -2.53 -5.15 2.39
C -2.48 -3.83 2.87
C -1.40 -3.03 2.62
C -0.33 -3.48 1.78
C 0.73 -2.66 1.25
C 1.90 -3.30 0.92
C 1.92 -4.67 0.62
C 0.80 -5.43 0.80
C -0.34 -4.88 1.41
C -1.48 -5.65 1.67
H -3.43 -5.75 2.60
H -3.30 -3.44 3.48
H -1.34 -2.02 3.05
H 2.82 -2.70 0.85
H 2.81 -5.12 0.17
H 0.81 -6.50 0.56
H -1.50 -6.70 1.35
C -3.58 0.88 4.09
C -2.33 1.64 3.69
N -1.72 1.10 2.47
C -2.33 0.20 1.64
N -1.60 -0.56 0.80
C -2.29 -1.38 -0.19
C -3.70 -1.81 0.17
C -4.47 -0.61 0.71
N -3.68 0.08 1.74
C -4.42 0.76 2.84
H -4.14 1.42 4.88
H -3.34 -0.10 4.51
H -1.56 1.64 4.48
H -2.55 2.70 3.51
H -0.96 1.65 1.99
H -1.64 -2.26 -0.34
H -2.25 -0.82 -1.13
H -3.71 -2.63 0.91
H -4.22 -2.20 -0.72
H -5.42 -0.86 1.18
H -4.74 0.13 -0.08
H -5.31 0.13 3.02
H -4.79 1.72 2.47

---

Record 4
97
Properties=species:S:1:pos:R:3 method="wB97M-V/def2-TZVPD" e_lumo_ev="0.5 / -1.0" spin_multiplicity=5 orbital_gap_ha="0.29518 / 0.24265" s2=6.025 e_tot_ev=-139942.0321 mol_weight_g_mol=782.9
Co 13.52 -6.25 13.21
Cl 12.96 -6.44 16.92
C 14.57 -5.87 17.09
C 14.85 -5.22 18.27
C 16.10 -4.68 18.55
C 16.99 -4.65 17.53
C 16.73 -5.27 16.24
Cl 18.16 -5.49 15.29
C 15.52 -5.94 16.03
S 15.26 -6.72 14.39
H 14.05 -5.15 19.00
H 16.32 -4.17 19.50
H 17.93 -4.04 17.47
C 10.84 -10.38 16.63
C 10.83 -11.00 15.20
C 9.85 -12.17 15.16
C 12.20 -11.41 14.69
O 10.29 -10.05 14.24
Si 10.37 -8.42 14.06
S 12.48 -7.88 13.99
O 9.55 -8.16 12.70
C 9.25 -8.63 11.35
C 8.77 -7.41 10.61
C 8.16 -9.71 11.50
C 10.49 -9.16 10.73
O 9.76 -7.51 15.28
C 8.42 -6.91 15.47
C 8.39 -5.59 14.69
C 7.37 -7.93 15.03
C 8.32 -6.66 16.97
H 11.24 -11.17 17.27
H 9.77 -10.22 16.83
H 11.44 -9.43 16.61
H 10.07 -12.89 15.95
H 10.01 -12.64 14.17
H 8.78 -11.88 15.27
H 12.65 -12.18 15.35
H 12.81 -10.52 14.62
H 12.13 -11.83 13.66
H 7.97 -6.95 11.27
H 8.29 -7.71 9.64
H 9.55 -6.66 10.46
H 7.20 -9.22 11.63
H 8.36 -10.46 12.31
H 8.15 -10.26 10.55
H 11.13 -8.29 10.51
H 10.31 -9.84 9.88
H 10.99 -9.75 11.51
H 8.74 -5.75 13.62
H 9.00 -4.89 15.26
H 7.33 -5.21 14.73
H 7.43 -8.04 13.94
H 6.36 -7.64 15.34
H 7.54 -8.92 15.49
H 9.04 -5.93 17.29
H 8.52 -7.62 17.49
H 7.28 -6.34 17.21
C 12.40 -4.20 8.16
C 11.69 -4.25 9.42
C 12.18 -5.03 10.44
C 13.37 -5.77 10.29
C 14.04 -6.47 11.32
C 14.96 -7.38 11.00
C 15.67 -7.36 9.73
C 15.24 -6.49 8.74
C 14.07 -5.70 9.02
C 13.62 -4.83 7.98
H 11.94 -3.62 7.36
H 10.74 -3.72 9.53
H 11.67 -5.14 11.40
H 15.35 -8.13 11.73
H 16.50 -8.03 9.61
H 15.74 -6.39 7.77
H 14.19 -4.82 7.06
C 15.99 -2.29 13.95
C 15.89 -3.06 12.61
N 14.67 -3.90 12.74
C 13.61 -3.50 13.51
N 12.78 -4.46 13.82
C 11.64 -4.31 14.74
C 11.82 -3.14 15.64
C 12.39 -1.92 14.92
N 13.54 -2.27 14.09
C 14.74 -1.45 14.18
H 16.91 -1.69 13.98
H 16.08 -2.98 14.84
H 16.73 -3.71 12.43
H 15.71 -2.39 11.71
H 14.69 -4.96 12.75
H 11.51 -5.28 15.21
H 10.76 -4.25 14.02
H 12.42 -3.39 16.55
H 10.84 -2.88 16.09
H 12.78 -1.21 15.63
H 11.66 -1.40 14.25
H 14.75 -1.07 15.21
H 14.68 -0.59 13.56

---

Record 5
94
Properties=species:S:1:pos:R:3 method="wB97M-V/def2-TZVPD" e_lumo_ev="-0.5 / -0.6" spin_multiplicity=2 orbital_gap_ha="0.25171 / 0.24574" s2=0.762 e_tot_ev=-112604.4983 mol_weight_g_mol=786.3
Cu -0.39 0.24 0.48
C 0.28 -1.37 -2.29
O 0.62 -1.65 -0.92
C -0.08 -2.74 -0.44
C 0.43 -4.02 -0.59
C -0.30 -5.10 -0.10
C -1.54 -4.89 0.50
C -2.05 -3.60 0.63
C -1.30 -2.52 0.18
N -1.71 -1.17 0.22
N -2.94 -0.96 0.42
C -3.42 0.29 0.21
C -2.70 1.29 -0.55
O -1.51 1.13 -0.97
C -3.41 2.51 -0.87
C -4.66 2.73 -0.43
C -5.38 1.78 0.36
C -6.67 2.05 0.84
C -7.35 1.14 1.61
C -6.74 -0.08 1.92
C -5.48 -0.37 1.46
C -4.77 0.55 0.67
H -0.79 -1.18 -2.39
H 0.82 -0.46 -2.57
H 0.59 -2.20 -2.93
H 1.38 -4.16 -1.08
H 0.09 -6.10 -0.20
H -2.11 -5.73 0.86
H -3.01 -3.42 1.09
H -2.86 3.24 -1.45
H -5.15 3.67 -0.67
H -7.13 3.00 0.58
H -8.34 1.37 1.98
H -7.27 -0.80 2.54
H -5.01 -1.32 1.70
C 1.02 -2.50 2.89
Si 1.34 -0.73 3.36
C 1.42 -0.67 5.23
C 3.06 -0.24 2.77
C 0.06 0.43 2.62
C 0.66 1.72 2.18
C 1.12 2.80 2.94
C 1.58 3.93 2.29
C 1.57 3.99 0.90
C 1.12 2.90 0.20
N 0.69 1.80 0.83
Si -1.50 0.72 3.60
C -2.44 2.13 2.79
C -2.50 -0.87 3.69
C -1.30 1.27 5.39
H 1.84 -3.15 3.23
H 0.94 -2.61 1.80
H 0.09 -2.88 3.33
H 2.33 -1.16 5.58
H 0.56 -1.18 5.69
H 1.43 0.36 5.61
H 3.83 -0.77 3.34
H 3.23 0.84 2.90
H 3.20 -0.48 1.72
H 1.10 2.73 4.02
H 1.93 4.78 2.87
H 1.92 4.87 0.37
H 1.08 2.88 -0.88
H -2.15 2.28 1.74
H -2.25 3.07 3.32
H -3.53 1.96 2.80
H -2.74 -1.27 2.70
H -3.43 -0.70 4.23
H -1.93 -1.63 4.23
H -0.54 2.04 5.52
H -1.07 0.44 6.06
H -2.25 1.70 5.72
C 6.40 0.17 0.17
C 5.23 1.03 -0.30
Sb 3.47 -0.03 -1.03
C 4.03 -2.06 -0.49
C 4.51 -2.98 -1.62
C 4.06 -0.02 -3.13
C 5.56 -0.06 -3.46
H 7.27 0.79 0.42
H 6.72 -0.53 -0.61
H 6.14 -0.40 1.05
H 5.53 1.69 -1.12
H 4.88 1.68 0.51
H 3.11 -2.46 -0.04
H 4.77 -2.00 0.31
H 3.83 -2.95 -2.48
H 4.56 -4.01 -1.27
H 5.50 -2.70 -1.97
H 3.61 0.89 -3.52
H 3.54 -0.86 -3.60
H 6.11 0.73 -2.95
H 5.71 0.07 -4.54
H 6.01 -1.02 -3.18